Computed, not measured: one molecule with the formula C3H7NO in a non-equilibrium geometry, with ωB97M-V/def2-TZVPD.

The geometry in XYZ format:
```
12
Properties=species:S:1:pos:R:3:nbo_charge:R:1
C -1.2666 0.6574 0.6218 -0.624
C -0.5694 -0.6708 0.3837 -0.235
N 0.6620 -0.4680 -0.3369 -0.605
C 1.7513 0.0723 0.2130 0.522
O 1.9285 0.2509 1.4080 -0.624
H -2.1473 0.5160 1.2546 0.214
H -1.6043 1.1018 -0.3328 0.207
H -0.4546 1.2915 1.2787 0.234
H -1.1701 -1.3899 -0.1781 0.198
H -0.3189 -1.1257 1.3433 0.217
H 0.6852 -0.5349 -1.3330 0.391
H 2.5376 0.2799 -0.5313 0.106
```

Summary:
- LUMO (eV) = 0.9
- relative energy (zero: lowest compared OMol25 entry of this formula, charge and spin) (kJ/mol) = 71.7
- structure (SMILES) = CCNC=O
- electronic energy (Ha) = -248.4992


Computed, not measured: one molecule with the formula C4H5F2N in a non-equilibrium geometry, with ωB97M-V/def2-TZVPD.

The geometry in XYZ format:
```
12
Properties=species:S:1:pos:R:3:nbo_charge:R:1
H 3.5616 1.4301 0.3131 0.371
N 2.5448 1.3900 0.3876 -0.705
C 1.9240 0.3857 -0.0129 0.687
F 2.1885 -0.8490 -0.3307 -0.305
C 0.2160 0.4696 -0.0129 -0.393
C -0.6298 -0.6023 0.0580 0.440
C -2.1544 -0.5029 -0.0679 -0.685
F -0.1296 -1.8851 0.0738 -0.334
H -0.0197 1.4599 -0.0969 0.218
H -2.7074 -0.1335 0.7924 0.234
H -2.6481 -1.3745 -0.2163 0.232
H -2.1460 0.2119 -0.8873 0.239
```

Summary:
- LUMO (eV) = 0.9
- relative energy (zero: lowest compared OMol25 entry of this formula, charge and spin) (kJ/mol) = 156.0
- structure (SMILES) = [H]/N=C(F)/C=C(/C)F
- electronic energy (Ha) = -409.8235


Computed, not measured: C35H33F10N3Te2Tm as an isolated structure in a non-equilibrium geometry, with ωB97M-V/def2-TZVPD.

The geometry in XYZ format:
```
84
Properties=species:S:1:pos:R:3:lowdin_spin:R:1
Tm -9.7296 15.0525 15.5102 2.013
C -8.7851 15.8997 12.5327 0.000
N -8.7197 16.5805 13.8477 -0.002
C -7.2686 16.6599 14.2564 0.000
C -7.1075 17.0217 15.6997 0.000
N -8.0405 16.2955 16.5623 -0.002
C -8.2832 16.6482 17.8139 0.000
C -7.5735 17.5695 18.5954 0.000
F -6.5723 18.2756 18.0494 0.000
C -7.8412 17.7740 19.9135 0.000
F -6.9422 18.5816 20.5625 0.000
C -8.8416 17.1258 20.5623 0.000
F -9.3222 17.5833 21.7307 0.000
C -9.6146 16.2853 19.8179 0.000
F -10.6591 15.6308 20.4439 0.000
C -9.2907 15.9474 18.5257 0.000
F -9.9278 14.9005 17.8205 -0.001
C -9.3577 17.9229 13.8795 0.000
C -10.0916 18.2776 15.1269 0.000
N -10.8304 17.1787 15.6073 -0.002
C -11.7157 17.5558 16.6024 0.000
C -12.6190 16.6446 17.0919 0.000
F -12.4675 15.3357 16.7158 0.000
C -13.5332 16.8338 18.1084 0.000
F -14.3221 15.7762 18.4589 0.000
C -13.5353 18.0392 18.7708 0.000
F -14.2906 18.1620 19.8887 0.000
C -12.7463 19.0656 18.2643 0.000
F -12.7602 20.2699 18.8758 0.000
C -11.9148 18.8367 17.1978 0.000
F -11.1532 19.8760 16.8774 0.000
H -8.0282 16.4669 11.9357 0.000
H -9.8254 15.9636 12.1984 0.000
H -8.6914 14.8004 12.6090 0.000
H -6.6641 17.3361 13.6805 0.000
H -6.8033 15.6833 14.0931 0.000
H -7.3242 18.0761 15.8444 0.000
H -6.1274 16.8046 16.0020 0.000
H -10.0536 17.9573 13.0406 0.000
H -8.6587 18.6938 13.6187 0.000
H -10.7304 19.1771 14.9056 0.000
H -9.3835 18.6533 15.9175 0.000
C -8.9277 7.6223 14.6526 0.000
C -9.6582 8.9789 14.4085 0.000
C -9.5476 9.6168 13.1819 0.000
C -10.1551 10.8304 12.9973 0.000
C -9.8910 11.4660 11.6844 0.000
C -10.8932 11.4853 14.0156 0.000
Te -11.9408 13.3349 13.8929 -0.004
C -10.9938 10.8889 15.2492 0.000
C -11.4987 11.4305 16.5414 0.000
C -10.4177 9.6036 15.4226 0.000
H -8.9118 7.4017 15.6914 0.000
H -7.8826 7.6859 14.2400 0.000
H -9.3485 6.6910 14.1902 0.000
H -8.8235 9.3164 12.4168 0.000
H -9.8154 10.7359 10.9301 0.000
H -8.9581 11.9809 11.6396 0.000
H -10.6735 12.2031 11.4862 0.000
H -10.7450 12.2254 16.8211 0.000
H -11.5869 10.6617 17.2865 0.000
H -12.4263 11.9732 16.4376 0.000
H -10.5164 9.1005 16.3473 0.000
C -2.6420 16.2589 16.0468 0.000
C -3.7329 15.1789 15.9477 0.000
C -3.9590 14.5649 14.6831 0.000
C -5.0603 13.7887 14.4124 0.000
C -5.3826 13.3226 13.0112 0.000
C -5.9663 13.5385 15.3873 0.000
Te -7.9309 12.7344 15.0617 -0.002
C -5.6947 13.9317 16.6756 0.000
C -6.5407 13.4871 17.9403 0.000
C -4.5826 14.7765 16.9397 0.000
H -2.5778 16.8531 16.9879 0.000
H -2.7960 17.0413 15.2953 0.000
H -1.7369 15.7373 15.7634 0.000
H -3.2177 14.6944 13.8692 0.000
H -6.4676 13.2213 12.9614 0.000
H -4.9520 12.3627 12.6525 0.000
H -5.0003 14.0552 12.3037 0.000
H -6.4777 12.3088 18.0940 0.000
H -7.5274 13.8489 18.0378 0.000
H -5.9266 13.8418 18.7737 0.000
H -4.5075 15.2589 17.8871 0.000
```

Summary:
- spin multiplicity = 3
- total charge = -1
- LUMO (alpha / beta) (eV) = 2.2 / 2.2
- electronic energy (Ha) = -4137.7013
- ⟨S²⟩ = 2.002


Computed, not measured: C10H20AlBeF3O5P as an isolated structure in a non-equilibrium geometry, with ωB97M-V/def2-TZVPD.

The geometry in XYZ format:
```
41
Properties=species:S:1:pos:R:3:nbo_charge:R:1
C -2.3819 -0.3904 -2.3008 -1.098
P -2.0181 0.9899 -1.2398 1.738
O -2.2937 2.2018 -2.1809 -0.953
C -0.1333 1.0857 -0.6077 0.158
C 1.0186 0.6511 -1.5597 -0.502
C 1.0602 -0.8144 -1.9815 -0.084
O 0.3839 -1.6051 -1.0277 -0.546
C 0.0230 -2.8652 -1.5309 -0.144
C -0.6800 -3.5938 -0.4071 0.966
F -1.2299 -4.7307 -0.8662 -0.305
F -1.6821 -2.8100 0.0887 -0.338
F 0.1475 -3.8834 0.6219 -0.308
O -0.0187 2.4077 -0.5378 -0.698
Al -1.0315 2.9608 0.8993 1.406
O -1.0604 1.2863 1.5759 -0.794
C -0.2233 0.5067 0.8026 0.038
C 1.1659 0.2830 1.4200 -0.389
C 1.0356 -0.2700 2.8369 -0.423
C 1.6410 0.6691 3.8531 -0.057
O 1.1517 1.9878 3.6497 -0.731
H -1.5999 -0.5172 -3.0402 0.291
H -2.4829 -1.2707 -1.6817 0.292
H -3.3287 -0.1874 -2.7812 0.297
H -2.5754 2.9762 -1.6655 0.565
H 1.9526 0.9379 -1.0973 0.284
H 0.9260 1.2407 -2.4623 0.236
H 0.6581 -0.9983 -2.9746 0.178
H 2.1002 -1.1215 -2.0207 0.208
H -0.7105 -2.7613 -2.3223 0.186
H 0.8842 -3.4292 -1.8644 0.218
H -0.1462 3.9476 1.7749 -0.324
H -2.3876 3.5202 0.2359 -0.386
H -0.7268 -0.4578 0.7453 0.212
H 1.6945 1.2287 1.4113 0.231
H 1.7052 -0.4265 0.8096 0.219
H 0.0174 -0.5302 3.0795 0.219
H 1.6088 -1.1867 2.8996 0.218
H 1.3948 0.3452 4.8535 0.184
H 2.7163 0.6750 3.7226 0.168
H 0.7301 2.2875 4.4453 0.483
Be 2.6953 1.6610 -3.5755 0.083
```

Summary:
- total charge = +1
- LUMO (eV) = -7.9
- electronic energy (Ha) = -1666.9560


Computed, not measured: C10H28FN5O13Si2 as an isolated structure in a non-equilibrium geometry, with ωB97M-V/def2-TZVPD.

The geometry in XYZ format:
```
59
Properties=species:S:1:pos:R:3:nbo_charge:R:1
C -4.9116 1.7507 1.2459 -0.735
C -4.3894 0.2036 1.4896 0.792
O -3.7524 -0.0156 2.6725 -0.569
O -4.6249 -0.9000 0.5351 -0.573
C -3.4720 -1.0692 -0.3860 -0.517
Si -2.1487 -2.3026 0.3673 1.351
O -0.5961 -2.2498 -0.4558 -1.213
Si 0.3537 -0.8422 -0.0013 1.384
C 0.5916 0.1930 -1.6515 -0.925
C 1.7701 -0.5227 -2.5839 0.031
F 2.1853 0.4422 -3.6656 -0.416
H -5.1785 2.0032 0.1352 0.245
H -5.8336 1.9106 1.9673 0.258
H -4.0388 2.4589 1.6226 0.259
H -3.0162 0.0193 -0.5368 0.219
H -3.8379 -1.5204 -1.4145 0.218
H -2.6171 -3.7102 0.2893 -0.170
H -1.9649 -1.9146 1.7840 -0.184
H 1.6927 -1.2963 0.3673 -0.171
H -0.2633 0.0213 0.9974 -0.191
H 0.9054 1.2832 -1.3246 0.267
H -0.4780 0.1609 -2.1732 0.237
H 1.2722 -1.4444 -3.1465 0.177
H 2.6971 -0.8799 -1.9511 0.207
C -0.5855 3.5937 -3.2573 -0.486
N -1.9338 3.3921 -2.6613 0.525
O -2.8266 4.1763 -3.0028 -0.369
O -2.0577 2.4522 -1.8675 -0.391
H -0.6225 4.4508 -3.9330 0.231
H 0.1126 3.7781 -2.4382 0.243
H -0.3268 2.6838 -3.8025 0.249
C 3.7741 1.8808 2.0843 -0.490
N 3.2492 1.4593 0.7574 0.526
O 3.5668 0.3343 0.3545 -0.368
O 2.5334 2.2699 0.1579 -0.395
H 4.3848 1.0740 2.4952 0.235
H 4.3749 2.7795 1.9308 0.258
H 2.9163 2.0818 2.7293 0.231
C 3.7057 6.5139 3.1603 -0.482
N 4.2498 5.2059 2.7058 0.523
O 4.2715 4.9944 1.4877 -0.362
O 4.6398 4.4285 3.5847 -0.382
H 3.4024 7.0935 2.2858 0.236
H 2.8475 6.3083 3.8034 0.240
H 4.4981 7.0282 3.7078 0.240
C 1.6313 -5.0095 2.0795 -0.484
N 2.8578 -4.1768 2.2058 0.522
O 2.7643 -2.9817 1.9028 -0.371
O 3.8798 -4.7465 2.6056 -0.377
H 0.8135 -4.3815 1.7196 0.236
H 1.8470 -5.8079 1.3666 0.239
H 1.4024 -5.4112 3.0687 0.235
C -3.1233 -4.9020 -3.1707 -0.486
N -2.4244 -5.8572 -2.2689 0.522
O -2.1160 -6.9580 -2.7401 -0.365
O -2.2053 -5.4747 -1.1137 -0.376
H -3.2491 -5.3684 -4.1501 0.235
H -4.0935 -4.6763 -2.7235 0.236
H -2.5030 -4.0067 -3.2468 0.237
```

Summary:
- LUMO (eV) = -0.5
- relative energy (zero: lowest compared OMol25 entry of this formula, charge and spin) (kJ/mol) = 227.5
- electronic energy (Ha) = -2328.0084


Computed, not measured: an isolated ion of composition C5H5O2S and charge -1 in a non-equilibrium geometry, with ωB97M-V/def2-TZVPD.

The geometry in XYZ format:
```
13
Properties=species:S:1:pos:R:3:nbo_charge:R:1
O 1.1731 1.8577 -1.4314 -0.749
C 0.6360 0.5115 -1.5328 -0.068
C 0.0375 0.1087 -0.1067 0.130
O -1.1598 -0.5887 -0.1668 -0.443
C -1.4437 -0.9159 1.0669 0.095
C -0.5034 -0.5968 1.9713 -0.354
C 0.4883 0.1047 1.1913 -0.214
S 1.9601 0.8270 1.7757 -0.601
H 1.4265 2.0321 -0.5652 0.495
H 1.3321 -0.1910 -1.7428 0.160
H -0.1518 0.4680 -2.1806 0.167
H -2.4754 -1.3753 1.3263 0.163
H -0.3676 -0.9053 2.9759 0.219
```

Summary:
- total charge = -1
- LUMO (eV) = 3.9
- relative energy (zero: lowest compared OMol25 entry of this formula, charge and spin) (kJ/mol) = 100.0
- structure (SMILES) = OCc1occc1[S-]
- electronic energy (Ha) = -742.1883